[1]
Density functional theory data (ωB97M-V/def2-TZVPD) for a molecular structure, C27H30N8O7STl.

```
74
Properties=species:S:1:pos:R:3:lowdin_charge:R:1
H 6.352 1.269 3.331 0.105
N 0.477 -3.837 -2.194 0.171
C 0.033 -4.655 3.617 -0.120
O 2.647 5.769 0.966 0.031
H 1.638 -3.553 0.833 0.106
H 5.528 2.151 5.593 0.074
N -1.016 -2.468 -3.253 0.147
H -2.609 3.317 -4.280 0.099
C 0.945 2.028 1.139 -0.295
H 1.589 2.991 3.482 0.114
H 7.140 2.753 5.172 0.075
H -5.077 3.488 -4.341 0.086
C -2.522 1.872 -2.699 -0.404
C -0.386 -1.897 0.328 -0.541
H 4.031 4.106 2.018 0.101
O 0.649 -1.740 -0.414 -0.277
H 1.915 -5.163 2.714 0.092
H -2.142 -2.363 2.360 0.099
N -2.913 -3.384 -4.365 -0.054
C -3.342 1.069 -1.836 -0.156
C -2.443 -4.631 -4.154 -0.079
C -4.595 2.820 -3.633 -0.128
H 0.902 3.254 -1.794 0.119
H -4.555 -4.052 -5.465 0.081
H -5.333 0.601 -1.202 0.095
H 3.827 4.175 3.791 0.105
C 1.617 3.889 0.204 -0.138
H -3.039 -5.443 -4.551 0.121
N 1.544 3.212 1.424 0.050
C 5.902 2.254 3.471 -0.296
H -4.931 -2.804 -4.253 0.097
H -3.576 -0.314 -0.198 0.109
H 0.670 -3.048 -1.565 0.044
N -1.652 -0.386 -0.792 -0.050
O 2.150 5.624 -1.120 0.086
O -2.539 -1.150 -4.342 0.060
H -0.067 0.278 1.692 0.071
C -0.611 -3.689 -2.979 -0.380
C 1.019 -4.555 2.644 -0.102
C -2.835 0.089 -0.894 -0.111
H 1.673 4.659 2.902 0.122
H 6.297 2.932 2.711 0.103
C -4.202 -3.136 -4.993 -0.025
C -3.224 2.732 -3.605 -0.036
N -1.546 -1.311 0.247 0.041
C 3.547 3.646 2.878 -0.209
C 2.021 3.649 2.731 -0.130
C -1.291 -4.849 -3.489 -0.019
N 2.170 5.171 0.003 -0.350
H -6.464 2.128 -2.770 0.075
C -1.105 -3.863 3.518 -0.103
C -0.270 -2.868 1.480 -0.142
H 0.152 -5.339 4.448 0.089
H -0.917 -5.847 -3.315 0.097
H -1.877 -3.929 4.278 0.092
O 4.151 1.349 1.749 -0.293
C -1.258 -2.979 2.458 -0.042
C -4.739 1.207 -1.882 -0.091
C -2.143 -2.244 -3.985 -0.491
H -4.100 -2.346 -5.732 0.088
C 6.086 2.773 4.895 -0.119
S 4.190 1.989 3.038 0.634
H 5.735 3.801 4.997 0.068
N 0.653 1.927 -0.149 0.106
Tl 0.364 0.016 -2.320 0.850
O -1.241 1.873 -2.669 -0.283
C 1.063 3.065 -0.740 -0.033
C 0.869 -3.663 1.587 -0.039
O 3.528 1.373 4.165 -0.317
H 1.506 0.472 2.492 0.084
C 0.610 0.996 2.154 0.031
H 0.636 -4.750 -1.809 0.096
C -5.383 2.057 -2.756 -0.147
H 0.120 1.437 3.025 0.089
```

Calculated total energy = -2582.31029 Eh
E_LUMO = 1.9 eV
Charge = -1
HOMO-LUMO gap = 5.395 eV


[2]
Density functional theory data (ωB97M-V/def2-TZVPD) for a molecular structure, C27H30NS2.

```
60
Properties=species:S:1:pos:R:3:lowdin_charge:R:1
C 0.713 1.753 -0.073 -0.261
C 1.511 -3.573 -1.990 -0.064
H 2.458 2.189 -1.292 0.128
H 0.511 2.801 1.783 0.120
C 2.247 -4.153 0.230 -0.050
H -5.648 3.608 -0.839 0.116
C 1.281 -0.510 -0.364 -0.164
S -1.094 -2.350 -1.137 0.988
H -1.364 1.976 2.933 0.107
H -4.690 4.541 -2.946 0.108
C -4.037 4.138 -2.171 -0.072
C 1.306 -3.544 -0.609 -0.304
H -1.570 -4.929 0.753 0.092
C -1.857 -3.897 1.004 -0.467
H 2.664 1.682 2.465 0.123
C 3.771 -4.383 -1.646 -0.061
H 4.254 -4.919 0.394 0.114
H 4.137 1.217 0.396 0.149
C 2.574 0.753 1.887 -0.112
H -5.347 2.599 1.373 0.117
N 0.546 0.357 0.470 -0.045
C 2.216 2.079 -0.222 -0.089
H 0.238 1.725 -1.064 0.146
H 2.944 -3.840 -3.571 0.114
C -1.467 2.696 0.914 -0.159
H 3.201 -0.003 2.374 0.120
H 4.758 -4.625 -2.044 0.116
H -3.118 -2.410 0.067 0.083
H 0.841 -0.571 -1.375 0.136
C 1.119 0.288 1.880 -0.110
C 0.036 2.815 0.790 -0.111
C -2.022 2.254 2.103 -0.037
H 0.275 3.790 0.328 0.131
C -2.641 4.150 -2.363 -0.069
C -4.569 3.620 -0.999 -0.027
C -2.398 -3.181 -0.222 -0.475
H 0.884 -1.546 0.202 0.040
H 2.443 3.041 0.255 0.124
C -3.420 2.177 2.255 -0.068
H 1.041 -0.761 2.199 0.091
H -2.216 4.542 -3.285 0.106
C -2.305 3.135 -0.163 -0.108
H 2.010 -4.275 1.291 0.094
C -4.262 2.611 1.242 -0.028
H 0.715 -3.262 -2.669 0.084
H 3.130 -0.355 -1.375 0.138
H 0.482 0.885 2.546 0.105
H -2.596 -3.906 1.817 0.096
H -2.872 -3.901 -0.900 0.092
C 2.760 -3.941 -2.503 -0.053
H -3.829 1.786 3.184 0.105
H -0.708 3.713 -1.522 0.101
C 2.784 -0.363 -0.332 -0.071
C -1.791 3.665 -1.373 -0.031
S -0.358 -3.077 1.587 0.961
C -3.737 3.108 0.024 -0.162
C 0.258 -2.612 -0.012 -0.780
C 3.076 0.957 0.427 -0.244
H 3.244 -1.225 0.170 0.134
C 3.491 -4.538 -0.285 -0.057
```

Calculated total energy = -1897.67208 Eh
ΔE to the lowest compared entry with this formula, charge and spin = 10.9 kcal/mol
E_LUMO = -4.8 eV
Charge = +1
HOMO-LUMO gap = 5.460 eV


[3]
Density functional theory data (ωB97M-V/def2-TZVPD) for C27H30O16 in the gas phase.

```
73
Properties=species:S:1:pos:R:3:lowdin_charge:R:1
C -2.652 -0.139 0.949 -0.282
O 3.382 -2.172 0.376 0.124
H 0.052 4.439 1.136 0.116
C 5.340 1.303 1.587 0.005
H 0.695 -6.578 -0.227 0.130
H 1.601 2.190 0.504 0.167
H 2.615 2.826 -1.614 0.091
C -0.581 0.692 0.061 -0.158
H 2.414 -7.534 0.927 0.117
C 2.654 -3.296 0.221 -0.165
H 3.767 0.867 -1.903 0.127
C 5.048 2.062 -0.679 -0.006
O 0.898 3.971 1.114 0.008
H -2.450 2.357 0.772 0.076
O 1.449 0.382 -1.265 0.031
H -6.522 -0.802 -1.500 0.105
O -1.645 2.865 0.583 0.026
H -0.475 0.150 -2.024 0.167
C 3.175 -4.470 0.742 0.069
H 4.121 -4.466 1.253 0.133
O 6.440 3.261 0.869 0.073
H -4.121 1.446 -0.680 0.172
C 0.543 3.142 -1.141 -0.218
O 0.031 2.045 -1.894 0.032
C -4.590 1.065 0.237 -0.227
C 0.887 -2.027 -0.964 -0.227
H -0.447 1.840 1.898 0.164
H -3.765 -0.983 -1.395 0.175
H 1.734 3.807 -2.812 0.134
H -5.021 3.073 0.900 0.128
C 5.615 2.230 0.581 -0.308
O 2.994 -6.781 1.102 0.085
O -0.441 -4.548 -1.266 0.101
H 5.277 2.765 -1.468 0.124
H -0.669 -3.626 -1.546 0.087
C -5.328 -0.230 -0.111 -0.281
O -3.592 0.855 1.248 -0.040
H -5.897 -0.574 0.768 0.172
H 6.520 3.849 0.108 0.115
O -6.195 0.047 -1.177 0.019
O -0.242 -1.971 -1.497 0.016
H 2.201 4.765 -0.215 0.071
C 1.873 3.623 -1.744 -0.191
H -5.343 1.482 2.613 0.091
O -1.882 0.208 -0.173 -0.014
C 0.708 2.808 0.350 -0.264
C 2.465 -5.655 0.586 -0.304
C 0.714 -4.493 -0.612 -0.239
H 4.275 -0.465 2.120 0.123
H -0.204 3.941 -1.235 0.168
C 4.190 1.008 -0.922 -0.024
H -2.022 -0.226 1.845 0.183
H -4.372 -3.230 -0.712 0.102
H -6.391 2.228 0.119 0.132
C -4.314 -1.311 -0.496 -0.274
H -3.836 -1.854 1.539 0.177
C 1.755 -0.873 -0.793 -0.099
C 0.084 0.793 -1.334 -0.263
C 1.248 -5.661 -0.092 0.058
C 2.955 -1.008 -0.141 -0.100
O -5.010 -2.505 -0.762 0.011
C 3.886 0.101 0.090 -0.146
O -2.349 -2.463 0.338 0.010
O 2.321 4.825 -1.175 -0.046
H -1.781 -2.120 -0.379 0.069
C 1.419 -3.270 -0.449 0.010
H 5.800 1.437 2.553 0.120
O -6.083 1.721 2.041 -0.033
C -5.552 2.115 0.807 -0.188
C -0.537 2.041 0.816 -0.237
C 4.492 0.248 1.339 -0.001
C -3.310 -1.497 0.646 -0.244
H -0.017 -0.043 0.660 0.168
```

Calculated total energy = -2250.72072 Eh
ΔE to the lowest compared entry with this formula, charge and spin = 0.0 kcal/mol
E_LUMO = -0.4 eV
SMILES = O=c1c(O[C@@H]2O[C@H](CO)[C@@H](O)[C@@H](O)[C@H]2O[C@H]2O[C@H](CO)[C@@H](O)[C@H](O)[C@H]2O)c(-c2ccc(O)cc2)oc2cc(O)cc(O)c12
HOMO-LUMO gap = 8.088 eV